Model one:
Density functional theory data (ωB97M-V with the def2-TZVPD basis set) for an isolated molecule of C3H3ClO2.

Total charge ... 0
SMILES ... C[C@]1(Cl)OC1=O
Orbital gap ... 10.776 eV

Geometry (Å):
1 C 1.2952 -0.7102 -0.1639
2 C 0.3287 0.2924 -0.1190
3 C -1.1587 0.1730 0.0851
4 O 2.0606 -1.6534 0.5993
5 O 1.0275 -0.2406 -1.3333
6 Cl 0.9593 1.8701 0.2912
7 H -1.1213 -0.4785 1.1001
8 H -1.8015 -0.3503 -0.7151
9 H -1.5898 1.0974 0.2557


Model two:
Density functional theory data (ωB97M-V with the def2-TZVPD basis set) for an isolated molecule of C3H3ClO2.

Total charge ... 0
Orbital gap (spin up / spin down) ... 10.223 / 6.490 eV

Geometry (Å):
1 C 0.8471 1.0672 0.6617
2 C 0.7714 0.0876 -0.4103
3 C -1.2804 -1.1086 0.1676
4 O 0.2136 1.3732 -0.5170
5 O -0.0263 -1.0784 -0.2550
6 Cl -2.4530 0.1295 0.0208
7 H 1.8821 1.7232 0.8611
8 H 1.6429 -0.1761 -0.9534
9 H -1.5974 -2.0176 0.4245


The data favor model one; the next most stable structure lies 0.0996 hartree above it.


Model one:
Density functional theory data (ωB97M-V with the def2-TZVPD basis set) for an isolated molecule of C3H10N4.

Total charge ... 0
SMILES ... [H]/N=C(\NC)C(N)N
Orbital gap ... 9.918 eV

Geometry (Å):
1 C -1.0685 0.1563 0.6411
2 N -0.8814 -1.2919 0.6508
3 N -1.3963 0.6948 1.9531
4 C 0.2186 0.7275 0.0848
5 N 1.0158 1.5662 0.5610
6 H -1.8979 0.3753 -0.0421
7 H -0.1156 -1.5263 1.2764
8 H -0.5325 0.8144 2.4782
9 H -1.7092 -1.7265 1.0460
10 H -1.7801 1.6294 1.8557
11 C 1.3930 -0.7490 -1.6205
12 N 0.6141 0.4573 -1.3201
13 H -0.2106 0.4848 -1.9195
14 H 1.5541 1.5209 -0.5582
15 H 1.7383 -0.7064 -2.6536
16 H 2.2540 -0.7706 -0.9551
17 H 0.8043 -1.6562 -1.4782


Model two:
Density functional theory data (ωB97M-V with the def2-TZVPD basis set) for a cluster of 2 separate species, C3H10N4 in total.

Total charge ... 0
Orbital gap ... 8.604 eV

Geometry (Å):
1 C -2.3428 -0.2343 0.8074
2 C -0.8223 1.2574 -0.6687
3 C 0.5654 -1.4797 -0.7747
4 N 3.2520 -0.1907 0.4199
5 N 2.7229 0.5600 -0.3597
6 N -1.1684 -0.1171 -0.0584
7 N -0.4317 -1.1857 -0.0468
8 H -2.2400 -1.2549 1.1878
9 H -2.3712 0.5492 1.6692
10 H -3.2862 -0.0345 0.4032
11 H 0.2855 1.3214 -0.5860
12 H -1.3251 1.4653 -1.6478
13 H -1.2728 1.9923 0.0600
14 H 3.1676 -0.2295 1.4178
15 H 1.0782 -2.3624 -0.4953
16 H 1.1181 -0.9584 -1.6538
17 H 3.8365 -1.0606 0.2379


The data favor model one; the next most stable structure lies 0.1288 hartree above it.